[1]
Entry from OMol25: C4H6OSi as an isolated structure at a distorted geometry (ωB97M-V/def2-TZVPD).

CARTESIAN COORDINATES (ANGSTROEM)
C: 0.173 -0.063 -1.215
C: -0.034 0.299 0.058
C: 1.122 1.386 -0.115
C: 1.192 1.080 -1.650
O: 1.900 1.900 0.626
Si: -1.180 -0.056 1.444
H: -0.295 -0.815 -1.786
H: 2.198 0.953 -1.992
H: 0.765 1.888 -2.334
H: -0.441 0.172 2.704
H: -1.810 -1.391 1.254
H: -1.911 1.122 1.206

As for the LUMO energy: 0.83 eV. The highest occupied orbital energy is -9.46 eV. The calculation puts the molecular weight at 98.18 g/mol. As for the charge: 0.

[2]
Entry from OMol25: a single C4H6S2 molecule at a distorted geometry (ωB97M-V/def2-TZVPD).

CARTESIAN COORDINATES (ANGSTROEM)
C: -0.430 -2.572 0.467
C: -0.423 -1.356 0.542
C: -0.627 0.116 0.609
S: 0.697 0.867 1.746
C: -0.810 0.814 -0.709
S: 0.332 0.381 -2.063
H: -0.358 -3.600 0.308
H: -1.576 0.265 1.084
H: 1.286 -0.330 1.479
H: -1.801 0.505 -1.056
H: -0.850 1.958 -0.718
H: 0.575 -0.771 -1.489

As for the LUMO energy: 0.70 eV. The highest occupied orbital energy is -9.06 eV. The calculation puts the molecular weight at 118.23 g/mol. As for the charge: 0. The SMILES is C#C[C@@H](S)CS.

[3]
Entry from OMol25: a single C4H6S2 molecule at a distorted geometry (ωB97M-V/def2-TZVPD).

CARTESIAN COORDINATES (ANGSTROEM)
C: 1.348 2.355 1.933
C: 1.926 1.080 1.419
C: 1.471 0.313 0.442
S: -0.278 0.254 0.013
C: -0.437 -1.230 -0.841
S: -1.895 -1.605 -1.552
H: 0.519 2.754 1.249
H: 2.093 3.162 1.975
H: 0.864 2.130 2.857
H: 2.883 0.769 1.894
H: 2.079 -0.485 -0.098
H: 0.494 -1.822 -0.960

As for the LUMO energy: -0.35 eV. The highest occupied orbital energy is -8.52 eV. The calculation puts the molecular weight at 118.23 g/mol. As for the charge: 0. The SMILES is C/C=C\SC=S.

[4]
Entry from OMol25: a single C4H6S2 molecule at a distorted geometry (ωB97M-V/def2-TZVPD).

CARTESIAN COORDINATES (ANGSTROEM)
C: -1.295 -1.211 -0.580
C: -0.523 -0.152 -0.175
C: -0.487 1.125 -0.857
S: -1.460 1.866 -1.869
C: 0.550 -0.073 0.872
S: 2.199 -0.023 0.175
H: -1.129 -2.095 0.035
H: -2.069 -1.041 -1.426
H: 0.374 1.776 -0.546
H: 0.367 0.888 1.438
H: 0.582 -1.023 1.542
H: 2.893 -0.038 1.392

As for the LUMO energy: -0.84 eV. The highest occupied orbital energy is -8.65 eV. The calculation puts the molecular weight at 118.23 g/mol. As for the charge: 0. The SMILES is C=C(C=S)CS.

[5]
Entry from OMol25: C4H6SSi as an isolated structure at a distorted geometry (ωB97M-V/def2-TZVPD).

CARTESIAN COORDINATES (ANGSTROEM)
C: -0.082 -1.416 0.162
C: -1.442 -1.247 0.012
C: -0.731 1.331 -0.468
C: -0.153 2.261 0.254
Si: 0.888 0.174 -0.057
S: -2.333 0.213 0.122
H: 0.291 -2.393 -0.112
H: -2.169 -2.167 0.104
H: -0.796 1.362 -1.475
H: 1.911 0.533 -1.016
H: 1.387 -0.008 1.264
H: -0.562 2.166 1.299

As for the LUMO energy: 0.12 eV. The highest occupied orbital energy is -8.48 eV. The calculation puts the molecular weight at 114.24 g/mol. As for the charge: 0.

[6]
Entry from OMol25: a 2-piece molecular cluster, C4H7BBr2NO3 overall at a distorted geometry (ωB97M-V/def2-TZVPD).

CARTESIAN COORDINATES (ANGSTROEM)
C: -0.100 2.348 1.493
C: 0.777 1.019 0.981
Br: 2.809 0.958 1.021
C: 0.008 -0.172 0.443
Br: -2.017 -0.142 0.394
B: 0.830 -1.513 -0.143
C: 1.341 -1.351 -1.734
O: 0.095 -1.379 -2.543
N: 0.357 -0.547 -3.570
O: -0.426 0.408 -3.435
H: 0.592 3.168 1.975
H: -0.564 2.796 0.490
H: -1.008 2.027 2.163
H: 1.007 -2.499 0.472
H: 2.118 -2.183 -2.031
H: 1.791 -0.253 -1.801
O: -3.960 -1.501 3.327
H: -3.651 -1.183 2.498

As for the LUMO energy: 1.42 eV. The highest occupied orbital energy is -2.08 eV. The calculation puts the molecular weight at 287.72 g/mol. As for the charge: -1.

[7]
Entry from OMol25: a single C4H7BO2 molecule at a distorted geometry (ωB97M-V/def2-TZVPD).

CARTESIAN COORDINATES (ANGSTROEM)
B: 0.777 -0.155 -0.260
C: 3.152 0.823 -0.078
C: 2.180 -0.013 0.215
C: -2.216 0.558 0.408
C: -1.672 -0.951 -0.202
O: -2.023 1.467 -0.387
O: -0.338 -0.639 -0.375
H: 4.061 0.713 0.510
H: 2.958 1.424 -0.993
H: 2.306 -0.698 1.082
H: -3.240 0.450 0.769
H: -1.626 0.775 1.374
H: -1.714 -1.709 0.521
H: -2.101 -1.115 -1.140

As for the LUMO energy (alpha / beta): 0.51 / -2.31 eV. The highest occupied orbital energy (alpha / beta) is -4.74 / -9.17 eV. The calculation puts the molecular weight at 97.91 g/mol. As for the charge: 0. Its spin multiplicity is 3. Its expectation value of S² is 2.0183.

[8]
Entry from OMol25: C4H7BaO3 as an isolated structure at a distorted geometry (ωB97M-V/def2-TZVPD).

CARTESIAN COORDINATES (ANGSTROEM)
H: -0.797 -3.099 -0.756
O: 0.381 -0.041 0.505
C: -0.066 -1.373 0.559
O: 0.745 -2.049 1.324
Ba: 2.961 -1.199 1.213
O: -1.435 -1.588 0.595
C: -0.778 -2.011 -0.633
H: -1.050 -1.410 -1.507
C: -0.305 0.957 -0.248
H: -0.310 0.726 -1.323
H: -1.353 0.954 0.084
C: 0.371 2.283 0.002
H: 0.447 2.494 1.077
H: 1.392 2.277 -0.403
H: -0.201 3.080 -0.490

As for the LUMO energy (alpha / beta): -0.05 / -0.02 eV. The highest occupied orbital energy (alpha / beta) is -4.58 / -8.75 eV. The calculation puts the molecular weight at 240.43 g/mol. As for the charge: 0. Its spin multiplicity is 2. Its expectation value of S² is 0.7502.

[9]
Entry from OMol25: a single C4H7Br molecule at a distorted geometry (ωB97M-V/def2-TZVPD).

CARTESIAN COORDINATES (ANGSTROEM)
C: -1.294 -0.313 -0.483
C: -0.132 0.167 0.342
C: 0.587 1.288 -0.478
C: 0.777 -0.958 0.740
Br: -0.134 3.015 -0.627
H: -1.041 -0.810 -1.512
H: -2.312 -0.116 -0.307
H: -0.625 0.524 1.172
H: 1.127 0.854 -1.228
H: 1.322 -0.820 1.572
H: 1.475 -0.985 -0.142
H: 0.252 -1.845 0.951

As for the LUMO energy (alpha / beta): 0.20 / 0.02 eV. The highest occupied orbital energy (alpha / beta) is -8.20 / -8.38 eV. The calculation puts the molecular weight at 135.00 g/mol. As for the charge: 0.

[10]
Entry from OMol25: C4H7Br3Si as an isolated structure at a distorted geometry (ωB97M-V/def2-TZVPD).

CARTESIAN COORDINATES (ANGSTROEM)
C: 0.396 0.128 -2.561
C: -0.031 0.036 0.587
C: 0.394 -1.311 1.067
C: -1.214 0.505 1.207
Si: 0.669 0.923 -0.873
Br: 2.908 0.931 -0.578
Br: 0.855 -1.616 -2.627
Br: -0.147 2.997 -0.896
H: -0.532 0.386 -3.024
H: -0.164 -2.134 0.693
H: 1.380 -1.304 0.776
H: 0.217 -1.318 2.125
H: -1.061 1.326 1.791
H: -1.593 -0.231 1.837
H: -2.076 0.683 0.476

As for the LUMO energy (alpha / beta): -0.43 / -1.14 eV. The highest occupied orbital energy (alpha / beta) is -8.91 / -8.23 eV. The calculation puts the molecular weight at 322.90 g/mol. As for the charge: 0.

[11]
Entry from OMol25: a single C4H7BrOS molecule at a distorted geometry (ωB97M-V/def2-TZVPD).

CARTESIAN COORDINATES (ANGSTROEM)
C: 0.811 0.523 0.566
C: 0.113 1.184 -0.655
C: 0.871 -1.020 0.654
C: -1.081 0.286 -0.901
O: -0.936 -2.701 0.386
S: -0.371 -1.662 -0.485
Br: -2.615 0.808 0.170
H: 1.733 1.041 0.760
H: 0.317 0.891 1.456
H: -0.382 2.059 -0.401
H: 0.540 1.307 -1.637
H: 1.793 -1.448 0.413
H: 0.493 -1.476 1.551
H: -1.287 0.207 -1.877

As for the LUMO energy: 0.68 eV. The highest occupied orbital energy is -8.79 eV. The calculation puts the molecular weight at 183.07 g/mol. As for the charge: 0.

[12]
Entry from OMol25: a single C4H7Cl molecule at a distorted geometry (ωB97M-V/def2-TZVPD).

CARTESIAN COORDINATES (ANGSTROEM)
Cl: 2.223 -0.618 -0.091
C: 1.318 0.894 -0.009
C: -0.308 0.700 -0.032
C: -0.901 -0.485 -0.840
C: -0.564 -0.747 0.686
H: 1.470 1.445 -0.887
H: 1.580 1.767 0.739
H: -0.767 1.533 0.618
H: -2.182 -0.527 -0.789
H: -0.356 -1.038 -1.358
H: -0.015 -1.902 0.607
H: -1.499 -1.021 1.357

As for the LUMO energy: 0.97 eV. The highest occupied orbital energy is -9.31 eV. The calculation puts the molecular weight at 90.55 g/mol. As for the charge: 0. The SMILES is ClCC1CC1.

[13]
Entry from OMol25: a 2-piece molecular cluster, C4H7Cl overall at a distorted geometry (ωB97M-V/def2-TZVPD).

CARTESIAN COORDINATES (ANGSTROEM)
C: 0.346 -0.115 0.040
C: -0.651 0.845 0.092
C: 2.315 -0.776 -0.074
C: -2.037 0.475 0.005
Cl: 3.589 0.312 0.208
H: 2.382 -1.267 -1.082
H: -0.010 -1.069 0.074
H: -0.402 1.844 0.047
H: 1.975 -1.543 0.679
H: -2.169 -0.639 -0.257
H: -2.571 1.225 -0.569
H: -2.765 0.708 0.837

As for the LUMO energy (alpha / beta): 1.07 / -2.23 eV. The highest occupied orbital energy (alpha / beta) is -5.86 / -8.95 eV. The calculation puts the molecular weight at 90.55 g/mol. As for the charge: 0. Its spin multiplicity is 3. Its expectation value of S² is 2.0182.

[14]
Entry from OMol25: a 2-piece molecular cluster, C4H7Cl2N overall at a distorted geometry (ωB97M-V/def2-TZVPD).

CARTESIAN COORDINATES (ANGSTROEM)
C: -0.659 -0.743 -0.661
C: -0.645 0.751 -0.604
C: 0.593 0.007 -1.021
C: 1.768 -0.004 -0.140
N: 0.766 -0.018 2.041
Cl: 2.732 -1.421 -0.095
Cl: 2.663 1.461 -0.037
H: -0.661 -1.262 0.281
H: -1.190 -1.237 -1.460
H: -1.166 1.316 -1.358
H: -0.628 1.187 0.380
H: 0.858 0.043 -2.074
H: 0.970 -0.993 2.251
H: 1.505 0.528 2.477

As for the LUMO energy (alpha / beta): -0.69 / -0.69 eV. The highest occupied orbital energy (alpha / beta) is -8.75 / -8.74 eV. The calculation puts the molecular weight at 140.01 g/mol. As for the charge: 0.

[15]
Entry from OMol25: a 2-piece molecular cluster, C4H7Cl2N3O overall at a distorted geometry (ωB97M-V/def2-TZVPD).

CARTESIAN COORDINATES (ANGSTROEM)
C: -1.669 -0.932 -2.398
C: -0.994 -2.122 -0.458
C: -0.659 0.145 -0.602
C: 0.484 1.298 1.180
N: -1.288 0.200 -1.744
N: -1.548 -2.123 -1.748
N: -0.501 -1.048 0.008
O: -0.143 1.225 -0.144
Cl: -0.833 -3.645 0.264
Cl: 3.548 -0.756 2.182
H: -2.178 -0.999 -3.378
H: 1.528 1.584 0.911
H: 0.465 0.195 1.623
H: 0.080 2.014 1.902
H: -1.563 1.021 -2.309
H: -1.824 -3.073 -2.087
H: 4.278 -0.222 3.017

As for the LUMO energy: -10.53 eV. The highest occupied orbital energy is -16.79 eV. The calculation puts the molecular weight at 184.03 g/mol. As for the charge: +2.

[16]
Entry from OMol25: C4H7Cl4HfO3 as an isolated structure at a distorted geometry (ωB97M-V/def2-TZVPD).

CARTESIAN COORDINATES (ANGSTROEM)
Hf: 3.243 1.930 -1.890
Cl: 3.113 0.146 0.254
C: 1.665 -2.022 3.192
Cl: 2.616 -2.461 4.596
Cl: 0.613 -0.686 3.461
Cl: 0.811 -3.489 2.654
H: 2.333 -1.736 2.380
C: -0.293 -1.035 -0.599
O: -0.994 0.077 -1.052
C: -0.396 1.234 -1.434
O: 0.814 1.457 -1.573
O: -1.358 2.199 -1.776
C: -2.729 2.137 -1.658
H: -0.906 -1.925 -0.455
H: 0.318 -0.925 0.297
H: 0.352 -1.375 -1.409
H: -3.131 2.778 -2.443
H: -2.955 2.557 -0.678
H: -3.115 1.139 -1.867

As for the LUMO energy (alpha / beta): -12.04 / -12.18 eV. The highest occupied orbital energy (alpha / beta) is -15.24 / -15.24 eV. The calculation puts the molecular weight at 423.40 g/mol. As for the charge: +2. Its spin multiplicity is 2. Its expectation value of S² is 0.7535.

[17]
Entry from OMol25: C4H7Cl9 as an isolated structure at a distorted geometry (ωB97M-V/def2-TZVPD).

CARTESIAN COORDINATES (ANGSTROEM)
C: 0.646 -1.369 -0.099
Cl: 1.299 0.190 0.352
Cl: 1.408 -2.160 -1.476
Cl: -1.120 -1.188 -0.353
H: 0.883 -1.945 0.796
C: 0.976 -0.047 -2.910
Cl: 1.832 1.301 -3.656
Cl: 1.654 -1.584 -3.516
H: 1.192 -0.007 -1.843
H: -0.100 -0.135 -3.062
C: -1.497 1.255 0.139
Cl: 0.086 1.966 -0.099
Cl: -1.964 1.485 1.850
H: -2.276 1.752 -0.438
H: -1.385 0.185 -0.037
C: -0.408 0.121 2.986
Cl: 0.834 1.247 2.552
Cl: -0.533 -1.254 1.802
H: -0.131 -0.383 3.912
H: -1.394 0.572 3.100

As for the LUMO energy: 0.24 eV. The highest occupied orbital energy is -8.28 eV. The calculation puts the molecular weight at 374.18 g/mol. As for the charge: 0.

[18]
Entry from OMol25: C4H7ClF2 as an isolated structure at a distorted geometry (ωB97M-V/def2-TZVPD).

CARTESIAN COORDINATES (ANGSTROEM)
C: -1.743 0.089 0.120
C: -0.394 -0.330 0.691
C: 0.709 -0.714 -0.318
C: 1.490 0.462 -0.398
H: -2.038 -0.558 -0.837
H: -2.592 -0.018 0.776
H: -0.675 -1.243 1.632
H: 0.262 0.443 1.556
H: 1.315 -1.757 0.128
H: 0.460 -1.099 -1.371
H: 2.670 0.633 -0.646
F: -1.874 1.513 -0.172
F: 1.445 1.205 0.741
Cl: 0.963 1.372 -1.903

As for the LUMO energy: 0.60 eV. The highest occupied orbital energy is -10.63 eV. The calculation puts the molecular weight at 128.55 g/mol. As for the charge: 0.

[19]
Entry from OMol25: a single C4H7ClFN molecule at a distorted geometry (ωB97M-V/def2-TZVPD).

CARTESIAN COORDINATES (ANGSTROEM)
N: -1.081 1.552 0.263
C: -0.359 0.919 -0.898
C: -0.567 -0.562 -1.158
C: -0.542 -1.526 -0.297
Cl: -0.330 -1.352 1.432
C: 1.103 1.334 -1.029
F: 1.844 0.636 0.002
H: -1.105 2.590 0.090
H: -0.555 1.329 1.198
H: -0.854 1.447 -1.661
H: -0.658 -0.876 -2.090
H: -0.939 -2.519 -0.488
H: 1.228 2.426 -0.965
H: 1.666 1.023 -1.990

As for the LUMO energy: 0.86 eV. The highest occupied orbital energy is -9.56 eV. The calculation puts the molecular weight at 123.56 g/mol. As for the charge: 0. The SMILES is N[C@H](/C=C\Cl)CF.

[20]
Entry from OMol25: a single C4H7ClFNO molecule at a distorted geometry (ωB97M-V/def2-TZVPD).

CARTESIAN COORDINATES (ANGSTROEM)
N: 0.649 -1.348 -0.741
C: 0.187 -0.273 -0.069
C: -0.814 -0.727 1.046
F: -0.123 -1.424 2.103
Cl: -2.054 0.442 1.763
C: -0.491 0.722 -1.102
O: 0.333 1.766 -0.668
C: 0.955 1.030 0.378
H: 1.226 -1.693 -0.089
H: 1.068 -1.253 -1.730
H: -1.570 -1.492 0.583
H: -1.599 1.045 -0.842
H: -0.464 0.428 -2.214
H: 0.523 1.432 1.360
H: 2.173 1.345 0.224

As for the LUMO energy: 0.85 eV. The highest occupied orbital energy is -9.68 eV. The calculation puts the molecular weight at 139.56 g/mol. As for the charge: 0. The SMILES is NC1([C@@H](F)Cl)COC1.